Entry 1:
DFT (the ωB97M-V functional and the def2-TZVPD basis) results for an isolated molecule of C2H2Br2S2 at a distorted geometry.

Energy relative to the best compared isomer or geometry (same formula, charge and spin), kJ/mol: 0.00
HOMO level (spin up / spin down), eV: -6.99 / -9.03
Frontier orbital gap (spin up / spin down), eV: 6.74 / 5.73
LUMO (spin up / spin down), eV: -0.2 / -3.3
Spin multiplicity: 3

The geometry in XYZ format:
```
8
Properties=species:S:1:pos:R:3:mulliken_charge:R:1
C -0.53 -0.13 0.93 -0.39
C 0.77 0.11 0.68 0.03
S -0.12 0.81 -1.95 -0.03
S 1.49 0.42 -0.75 -0.03
Br -1.17 -0.34 2.71 -0.13
Br -0.64 -0.97 -3.24 -0.14
H -1.20 -0.48 0.19 0.39
H 1.40 0.56 1.43 0.30
```


Entry 2:
DFT (the ωB97M-V functional and the def2-TZVPD basis) results for a cluster of 4 separate species, C4H18NO3 in total at a distorted geometry.

Energy relative to the best compared isomer or geometry (same formula, charge and spin), kJ/mol: 56.00
HOMO level, eV: -15.14
Frontier orbital gap, eV: 12.18
Charge: +1
LUMO, eV: -3.0

The geometry in XYZ format:
```
26
Properties=species:S:1:pos:R:3:mulliken_charge:R:1
C -0.93 -1.04 -1.89 -1.39
C 0.43 -0.58 -1.41 0.06
C 1.01 0.59 -2.18 -0.32
C 2.45 0.80 -1.74 -1.20
N 0.19 -0.22 0.09 -0.26
H -0.74 -1.53 -2.87 0.37
H -1.66 -0.25 -1.78 0.38
H -1.38 -1.91 -1.29 0.39
H 1.16 -1.42 -1.36 0.30
H 1.02 0.37 -3.29 0.30
H 0.44 1.53 -2.13 0.30
H 2.90 1.60 -2.34 0.36
H 2.56 1.06 -0.69 0.35
H 3.18 -0.02 -1.97 0.32
H 1.07 0.06 0.54 0.37
H -0.49 0.54 0.14 0.35
H -0.32 -0.93 0.63 0.29
H -1.26 -1.64 3.41 0.33
H -2.11 -2.36 2.42 0.31
O -2.09 -1.54 2.92 -0.62
H -0.26 1.27 2.82 0.34
H 1.06 0.43 3.23 0.28
O 0.38 0.60 2.57 -0.57
H -2.40 2.30 1.94 0.29
H -2.27 0.81 2.42 0.33
O -1.93 1.47 1.81 -0.65
```


Entry 3:
DFT (the ωB97M-V functional and the def2-TZVPD basis) results for a structure of composition C7H8BiCl2InO4 at a distorted geometry.

HOMO level (spin up / spin down), eV: -22.53 / -22.52
Frontier orbital gap (spin up / spin down), eV: 1.95 / 1.95
Charge: +4
LUMO (spin up / spin down), eV: -20.6 / -20.6

The geometry in XYZ format:
```
23
Properties=species:S:1:pos:R:3:mulliken_charge:R:1
In -0.09 3.46 -4.33 1.56
Bi -1.03 1.07 -0.04 1.43
Cl 0.66 2.22 -2.06 -0.24
Cl -2.02 -0.36 -1.75 -0.23
C -2.74 -0.37 1.17 0.17
C 0.41 5.24 -2.70 0.28
C -2.47 3.21 -3.86 0.28
O -3.51 -1.22 1.22 0.03
O 0.81 5.50 -1.65 0.08
O -3.52 3.37 -3.42 0.07
C 0.73 -2.75 1.49 -0.58
C 1.72 -1.79 2.17 -0.60
C 1.44 -0.41 1.60 -0.40
O 0.38 -0.58 0.59 -0.22
C 0.27 -2.01 0.25 -0.39
H 1.16 -3.73 1.25 0.37
H -0.14 -2.94 2.13 0.28
H 2.75 -2.07 1.94 0.32
H 1.62 -1.80 3.26 0.33
H 1.08 0.30 2.35 0.42
H 2.29 0.02 1.07 0.31
H 0.95 -2.17 -0.60 0.28
H -0.75 -2.22 -0.08 0.47
```


Entry 4:
DFT (the ωB97M-V functional and the def2-TZVPD basis) results for a cluster of 13 separate species, C6H39N2O12 in total at a distorted geometry.

Energy relative to the best compared isomer or geometry (same formula, charge and spin), kJ/mol: 452.62
HOMO level, eV: -11.49
Frontier orbital gap, eV: 8.84
Charge: +1
LUMO, eV: -2.7

The geometry in XYZ format:
```
59
Properties=species:S:1:pos:R:3:mulliken_charge:R:1
C 2.52 0.28 1.19 -0.36
C 1.55 1.21 2.05 -0.47
C 0.10 0.76 1.70 -0.36
N -1.46 0.77 -1.76 -0.53
C -0.90 0.48 -0.44 -0.33
C -0.38 1.36 0.45 1.77
C -0.60 2.84 0.28 -1.73
N 1.98 -0.93 0.60 0.43
H 2.88 0.82 0.23 0.05
H 3.50 0.12 1.77 0.47
H 1.87 1.01 3.19 0.31
H 1.61 2.39 1.84 0.24
H 0.13 -0.36 1.76 -0.32
H -0.69 0.97 2.46 0.12
H -2.39 0.42 -1.89 0.23
H -1.50 1.80 -1.91 0.26
H -0.82 -0.57 -0.25 0.30
H -1.64 3.23 0.49 -0.28
H -0.13 2.98 -0.81 0.44
H -0.12 3.53 0.88 0.46
H 1.60 -1.67 1.19 0.23
H 2.75 -1.39 0.10 0.63
H 1.27 -0.86 -0.13 -0.32
H 0.76 -3.44 2.07 0.30
H 0.33 -3.87 0.65 0.34
O 1.07 -3.58 1.17 -0.70
H 1.10 -2.10 -2.38 0.24
H 0.88 -3.29 -1.45 0.34
O 0.63 -2.31 -1.62 -0.51
H 1.47 -0.71 -4.33 0.31
H 1.54 -2.34 -4.59 0.30
O 1.70 -1.63 -3.92 -0.66
H -2.09 2.75 4.45 0.31
H -2.00 2.06 3.07 0.39
O -1.42 2.60 3.79 -0.63
H 0.31 1.82 -3.71 0.29
H 0.30 0.41 -2.93 0.34
O 0.87 1.16 -3.34 -0.79
H -3.07 3.30 -0.03 0.25
H -3.26 4.53 -0.84 0.35
O -3.63 3.66 -0.63 -0.63
H 2.01 1.58 -2.16 0.39
H 2.98 2.56 -1.49 0.32
O 2.94 1.65 -1.80 -0.66
H -2.81 0.65 1.49 0.20
H -3.88 0.95 2.55 0.30
O -3.07 1.30 2.09 -0.54
H -2.24 -1.49 3.75 0.27
H -1.57 -1.92 2.34 0.34
O -1.89 -1.08 2.86 -0.54
H -1.59 -2.92 0.27 0.28
H -1.96 -4.02 1.16 0.29
O -1.56 -3.14 1.19 -0.64
H 3.74 -1.51 -2.09 0.25
H 3.96 -0.22 -1.51 0.22
O 3.73 -1.05 -1.30 -0.57
H -1.14 -2.73 -1.99 0.33
H -2.59 -3.29 -2.10 0.34
O -1.72 -3.53 -1.69 -0.68
```


Entry 5:
DFT (the ωB97M-V functional and the def2-TZVPD basis) results for an isolated molecule of CHIS at a distorted geometry.

HOMO level (spin up / spin down), eV: -7.92 / -9.57
Frontier orbital gap (spin up / spin down), eV: 8.03 / 6.99
LUMO (spin up / spin down), eV: 0.1 / -2.6
Spin multiplicity: 3

The geometry in XYZ format:
```
4
Properties=species:S:1:pos:R:3:mulliken_charge:R:1
C 0.07 -0.19 0.01 -0.47
S 0.02 0.90 1.63 -0.03
I -1.10 0.12 -1.58 0.17
H 1.01 -0.83 -0.07 0.34
```


Entry 6:
DFT (the ωB97M-V functional and the def2-TZVPD basis) results for a structure of composition C25H37CrN5O2 at a distorted geometry.

HOMO level (spin up / spin down), eV: -10.81 / -10.90
Frontier orbital gap (spin up / spin down), eV: 7.44 / 7.93
Charge: +1
LUMO (spin up / spin down), eV: -3.4 / -3.0
Spin multiplicity: 2

The geometry in XYZ format:
```
70
Properties=species:S:1:pos:R:3:mulliken_charge:R:1
Cr 0.06 0.22 -1.43 0.52
C 0.11 -1.47 -4.08 -1.31
N 0.98 -1.19 -2.93 1.76
C 1.33 -2.46 -2.26 -1.49
C 0.51 -2.77 -1.00 -0.19
C -0.99 -2.56 -1.13 -1.43
N -1.32 -1.15 -1.00 0.70
C -2.48 -0.89 -0.47 -0.58
C -2.97 0.38 -0.08 0.67
C -4.15 0.48 0.67 -0.86
C -4.56 1.68 1.20 -0.78
C -3.80 2.83 1.00 -0.59
C -2.66 2.78 0.23 -0.34
C -2.22 1.57 -0.34 0.06
O -1.15 1.54 -1.07 -0.56
C 2.22 -0.57 -3.44 -1.21
C 2.05 0.68 -4.32 -0.93
C 1.08 1.74 -3.75 -1.00
N 1.12 1.67 -2.33 0.45
C 1.74 2.57 -1.66 -0.33
C 2.14 2.39 -0.30 0.54
C 2.66 3.46 0.43 -0.70
C 3.21 3.27 1.68 -0.92
C 3.32 1.97 2.18 -0.33
C 2.86 0.89 1.46 -0.61
C 2.21 1.06 0.22 0.27
O 1.73 0.04 -0.41 -0.11
H 0.67 -2.01 -4.86 0.33
H -0.26 -0.54 -4.51 0.29
H -0.74 -2.07 -3.79 0.35
H 2.38 -2.42 -1.95 0.44
H 1.24 -3.28 -2.98 0.37
H 0.86 -2.15 -0.17 -0.03
H 0.70 -3.82 -0.75 0.59
H -1.49 -3.13 -0.33 0.67
H -1.37 -2.95 -2.08 0.49
H -3.15 -1.73 -0.24 0.49
H -4.74 -0.42 0.85 0.45
H -5.46 1.73 1.79 0.42
H -4.12 3.76 1.43 0.46
H -2.06 3.67 0.07 0.50
H 2.77 -1.31 -4.04 0.59
H 2.84 -0.31 -2.58 0.32
H 1.71 0.40 -5.32 0.39
H 3.04 1.12 -4.42 0.39
H 0.06 1.55 -4.08 0.29
H 1.39 2.73 -4.11 0.43
H 2.08 3.47 -2.16 0.34
H 2.62 4.45 0.00 0.45
H 3.58 4.10 2.25 0.42
H 3.79 1.81 3.14 0.47
H 2.98 -0.12 1.82 0.49
C -1.06 -2.87 3.36 -1.74
C -0.69 -1.39 3.38 1.53
C 0.69 -1.22 4.02 -1.83
C -1.75 -0.59 4.16 -1.70
N -0.60 -0.98 1.96 0.25
N -0.42 0.40 1.68 -0.43
H -1.03 -3.27 4.37 0.48
H -0.37 -3.42 2.74 0.33
H -2.07 -3.01 2.97 0.38
H 0.66 -1.58 5.05 0.51
H 1.00 -0.18 4.04 0.36
H 1.42 -1.80 3.47 0.31
H -1.97 -1.10 5.09 0.46
H -2.68 -0.52 3.58 0.30
H -1.41 0.41 4.40 0.38
H -1.46 -1.26 1.51 -0.02
H 0.50 0.68 2.02 0.06
H -1.11 0.98 2.17 0.27
```